A molecular structure, C21H32ClHgINO4P2S5. Source: OMol25; level of theory: the ωB97M-V functional and the def2-TZVPD basis.

Computed properties:
frontier orbital gap (alpha / beta): 3.67 / 5.50 eV
spin multiplicity: 2
relative energy (zero: lowest compared OMol25 entry of this formula, charge and spin): 39.15 kJ/mol
charge: -2
E_HOMO (alpha / beta): 0.08 / -1.75 eV

Element x y z (Å)
Hg1 -0.18514 -0.42212 -0.38273
I1 2.54268 -4.17765 2.22877
Cl1 -0.46667 -7.39957 -1.36864
S1 1.85192 2.13152 -0.79398
S2 2.94332 3.48944 -1.93831
S3 1.05243 0.61630 2.04722
S4 -1.99927 -0.88723 2.71108
S5 -1.91278 2.30343 1.51315
P1 1.68064 -1.09122 -2.27787
P2 -0.59087 1.43855 -2.00734
O1 4.02966 2.72809 -2.56020
O2 0.44429 -2.11664 1.04050
O3 1.97820 3.99176 -2.93666
O4 3.42514 4.54254 -1.04941
N1 -1.54656 -2.35315 -0.76296
C1 0.79482 -5.65921 0.25838
C2 -2.84475 -3.68134 -2.29519
C3 -0.70755 -0.66657 3.97390
C4 -3.18347 0.38971 3.22296
C5 1.67461 -2.81684 -2.88919
C6 -1.04566 -4.73434 -1.06270
C7 -0.80756 -3.47526 -0.45307
C8 -0.82526 2.58916 2.92973
C9 -2.08573 -4.83381 -2.02888
C10 1.01551 -4.41048 0.82607
C11 0.90310 -0.24924 -3.71803
C12 0.23948 -3.28479 0.50973
C13 0.72052 -0.44796 3.46186
C14 -0.96907 3.21575 -1.92110
C15 -0.21643 -5.80474 -0.66468
C16 3.43902 -0.63627 -2.36929
C17 0.42860 1.19234 -3.51215
C18 0.63986 2.27330 2.61713
C19 -2.55308 -2.49667 -1.66879
C20 -3.38115 1.55460 2.24752
C21 -2.22563 0.90517 -2.72715
H1 -0.20701 1.47332 -4.35992
H2 -1.17524 1.98582 3.76583
H3 -3.94190 1.20389 1.37765
H4 -0.68890 -1.56217 4.59931
H5 -1.27224 3.53366 -2.92187
H6 1.12094 -1.40153 3.11801
H7 -2.89011 0.76699 4.20408
H8 -1.80256 3.36548 -1.23375
H9 1.01639 2.91161 1.81352
H10 2.18247 -2.90702 -3.85486
H11 2.17104 -3.46086 -2.16055
H12 -2.28783 -5.77543 -2.51664
H13 1.40451 -6.50763 0.53684
H14 0.64626 -3.17149 -2.98284
H15 -2.15148 -0.11852 -3.09699
H16 -4.00716 2.30730 2.73648
H17 1.59544 -0.28887 -4.56600
H18 -3.67159 -3.71227 -2.99622
H19 -3.14760 -1.61220 -1.86359
H20 -2.99680 0.92864 -1.95327
H21 1.33471 -0.10809 4.30299
H22 0.05333 -0.89258 -3.97793
H23 3.98258 -1.20736 -1.61372
H24 -0.88906 3.63433 3.24219
H25 -2.53022 1.55983 -3.54956
H26 3.55420 0.42874 -2.16304
H27 -1.01585 0.15282 4.62271
H28 -4.16067 -0.07819 3.36865
H29 1.25092 1.89742 -3.45833
H30 -0.09388 3.77415 -1.61518
H31 3.84689 -0.87075 -3.35731
H32 1.23595 2.49599 3.50833

Atomic partial charges in e from the natural (NBO) method, atoms 1 to 5: 1.37, 0.06, -0.09, -0.83, 2.27